(1)
The following is a DFT calculation (ωB97M-V/def2-TZVPD) of CHN3O in the gas phase.

XYZ file:
```
6
Properties=species:S:1:pos:R:3:mulliken_charge:R:1
O 1.04016 -0.97461 0.05098 -0.0211
N -0.37257 -0.94028 -0.06472 -0.1911
N 0.44985 0.98659 0.01750 -0.2393
N 1.42011 0.27114 -0.06959 0.0083
C -0.70904 0.16226 -0.01012 0.1223
H -1.82851 0.49490 0.07594 0.3209
```

Properties
gap between HOMO and LUMO = 12.198 eV
SMILES = c1nnon1
E = -7566.8265 eV

(2)
The following is a DFT calculation (ωB97M-V/def2-TZVPD) of an isolated ion of composition C34H29NOP and charge +1.

XYZ file:
```
66
Properties=species:S:1:pos:R:3:mulliken_charge:R:1
P 0.22586 -0.93712 -1.30534 2.4408
O 2.09271 -0.58066 1.95525 -0.4896
N -0.19899 1.34647 2.09788 0.9949
C 1.08720 0.22665 -2.37781 0.0642
C -2.46982 -0.62834 4.30865 -0.9971
C 2.19419 4.11798 2.66820 -0.8059
C 2.11144 4.12086 4.07112 -0.8541
C -1.79361 1.29487 0.24909 -1.7234
C 1.93023 -3.18129 -0.97089 -0.1497
C 2.02878 -0.30503 -3.28092 -0.7947
C 0.82629 1.61008 -2.36815 0.1803
C 0.63738 2.32065 2.61056 0.9212
C -1.02057 0.88310 5.55902 -0.4796
C -0.45209 1.30651 4.36150 -0.0290
C -1.93956 -0.35755 -2.95781 -0.3301
C 0.21301 -3.31020 -2.69090 -0.2981
C -0.89358 0.73685 3.13220 0.8758
C 0.81562 -2.61527 -1.62111 0.0504
C 0.25436 -0.31502 0.41614 1.1655
C -4.18663 -1.15416 -2.52776 -0.5613
C -1.50487 -0.99907 -1.78861 0.2003
C -3.28659 -0.43378 -3.31580 -0.8230
C -3.74263 -1.83091 -1.38635 -0.7684
C 0.52850 2.31389 4.02332 -0.3844
C -0.35326 1.04552 0.67098 -0.5485
C 2.48945 -4.36146 -1.46789 -0.7714
C 2.69291 0.54042 -4.16653 -0.7371
C 1.27904 3.22661 4.75892 -0.3329
C 0.78366 -4.48073 -3.18610 -0.7861
C -2.39595 -1.77392 -1.02177 -0.2204
C 1.58525 2.45838 -3.18027 -0.8884
C 1.69710 -0.15636 0.88457 -0.5617
C -1.88904 -0.23688 3.09482 -0.0411
C 2.49729 1.92386 -4.09748 -0.6563
C -2.02864 -0.09086 5.52617 -0.7877
C 1.93656 -4.99688 -2.58679 -0.4733
C 1.44966 3.20542 1.91307 -0.6101
H 0.32905 -4.98236 -4.04171 0.4245
H -0.65408 1.30538 6.49366 0.4530
H -4.43809 -2.41149 -0.78032 0.4610
H 0.27129 1.77644 0.15285 -0.4054
H 1.47830 3.18473 0.82538 0.4125
H -3.62435 0.07814 -4.21754 0.4395
H -1.22596 0.18978 -3.57736 0.4200
H 2.30116 0.47147 0.17855 0.3748
H -1.83804 1.64715 -0.79267 0.4238
H 0.02677 2.02533 -1.75006 0.2808
H -3.27752 -1.35566 4.30649 0.4290
H 2.34952 -2.69252 -0.08993 0.3995
H 2.83015 4.83258 2.14978 0.4206
H -0.27581 -1.13037 0.94635 0.7403
H 2.39882 -5.90055 -2.98855 0.4059
H 3.05847 2.59315 -4.75121 0.4114
H -0.70000 -2.92793 -3.14945 0.3612
H 1.21760 3.20770 5.84717 0.4486
H 1.44357 3.53798 -3.09379 0.4509
H -2.22262 -0.66238 2.15247 0.2317
H 2.71442 4.83834 4.62785 0.3624
H 3.36652 0.11669 -4.90879 0.4499
H -2.21591 2.08792 0.87958 0.4593
H -5.24120 -1.19564 -2.80362 0.4138
H -2.37582 0.37215 0.35127 0.1789
H 2.22569 -1.38034 -3.29148 0.3006
H -2.46715 -0.44558 6.46124 0.3598
H 3.37196 -4.78614 -0.98687 0.4235
H -2.02742 -2.32663 -0.15246 0.4783
```

Properties
gap between HOMO and LUMO = 7.049 eV
charge = +1
E = -48549.5520 eV

(3)
The following is a DFT calculation (ωB97M-V/def2-TZVPD) of C6H3CeN5O5 as an isolated structure.

XYZ file:
```
20
Properties=species:S:1:pos:R:3:mulliken_charge:R:1
Ce 0.91820 -0.46373 1.14773 1.5203
O -2.50069 -1.92513 0.61120 -0.0108
O 1.06030 -2.67544 -1.82461 -0.0196
O -1.72989 1.83915 0.10262 0.0051
O -2.18558 -0.24055 -2.69567 -0.1360
O 0.99512 1.64899 -1.91522 0.0098
N 1.57690 1.07809 2.63735 -0.1900
N 3.31634 0.40354 3.73852 0.7876
N 3.01254 1.63631 4.28291 -0.4134
N 3.88968 -0.55215 4.56318 -0.4951
N 2.42025 -0.00503 2.85732 -0.1544
C 2.00556 2.02839 3.50628 -0.1125
C -1.56464 -1.10108 -3.14827 0.1531
C 0.98083 0.96414 -0.98478 0.2388
C 0.76300 -1.88793 -1.02860 0.2203
C -0.90779 1.13631 0.52905 0.2260
C -1.43141 -1.51319 0.76964 0.2591
H 1.56902 3.00941 3.54886 0.4602
H 4.27328 -1.31382 4.01796 0.3058
H 4.53233 -0.09793 5.19952 0.3457
```

Properties
gap between HOMO and LUMO (spin up / spin down) = 7.539 / 7.602 eV
2S+1 = 2
charge = +3
E = -36851.5425 eV

(4)
The following is a DFT calculation (ωB97M-V/def2-TZVPD) of C28H20B2N4O16V as an isolated structure.

XYZ file:
```
71
Properties=species:S:1:pos:R:3:mulliken_charge:R:1
V 5.95255 8.00698 4.73155 1.6899
O 7.77458 10.25039 7.70015 -0.6966
O 10.80000 11.63031 13.39815 -0.6385
O 11.80138 12.01563 2.98332 -0.4178
O 13.61012 13.19568 7.13619 -0.6030
O 12.39904 13.07600 11.42535 -0.6290
O 8.23079 12.82096 9.89769 -0.5399
O 10.66399 12.53815 10.06057 -0.3751
O 9.23519 9.69290 3.69716 -0.6708
O 9.22013 10.71608 9.31224 -0.4794
O 9.29116 11.53978 11.65676 -0.5119
O 10.80942 10.87337 4.87849 -0.3596
O 6.62165 12.82685 8.26493 -0.6412
O 10.86754 10.70031 1.28779 -0.6285
O 10.93376 13.31588 4.80768 -0.4316
O 11.48824 15.04602 6.28824 -0.6267
O 12.89513 12.06265 5.18351 -0.4699
N 5.19083 5.99560 2.10216 -0.1205
N 4.71387 10.96444 3.10488 -0.0628
N 2.95560 8.02728 6.54335 -0.1822
N 7.23792 5.36871 6.33622 -0.0707
C 11.02280 11.01417 2.49761 0.5612
C 5.63455 6.17796 0.82803 -0.4172
C 0.62368 7.97879 8.16978 -0.1572
C 4.44262 4.14143 -0.06039 -0.2507
C 8.19584 11.01204 8.55634 0.6255
C 5.29814 5.31081 -0.24222 -0.3454
C 11.21720 12.65966 11.25789 0.6066
C 3.25805 12.27555 1.65172 -0.4671
C 7.08345 5.13896 7.67340 -0.3139
C 1.67469 7.64658 6.04157 -0.2833
C 10.36593 11.90374 12.25478 0.5095
C 1.84802 8.39262 8.73430 -0.5101
C 4.40462 4.88628 2.27293 -0.2535
C 8.04974 4.47957 5.66019 -0.2181
C 8.49620 3.17855 7.54277 -0.0967
C 4.01796 3.96169 1.21504 -0.4276
C 8.64957 3.34655 6.21284 -0.5605
C 11.70258 13.92449 5.75927 0.6057
C 7.67877 4.08431 8.31448 -0.5511
C 5.32298 12.20992 3.40001 -0.4054
C 0.52801 7.75134 6.84891 -0.4408
C 7.54403 12.37129 8.90858 0.6332
C 12.86813 13.00445 6.13011 0.6181
C 2.95140 8.39797 7.88696 -0.2430
C 3.68047 11.06798 2.18786 -0.2340
C 3.77477 13.48949 2.04984 -0.0645
C 10.27603 10.39898 3.71847 0.5663
C 4.86319 13.50893 2.92288 -0.6402
B 9.32797 11.90455 10.19673 1.1279
B 11.62034 12.03632 4.44189 0.8641
H 6.41626 6.88780 0.60120 0.4136
H -0.34067 7.90791 8.65083 0.3618
H 9.11252 2.65111 5.52843 0.3724
H 5.61228 5.29393 -1.27537 0.3427
H 4.01290 4.72662 3.26666 0.3563
H 3.40864 3.11989 1.50914 0.3592
H 6.20276 12.20657 4.02641 0.5388
H 6.59054 5.97362 8.14963 0.4214
H 2.00474 8.75637 9.73905 0.3824
H 3.83335 8.90276 8.25268 0.4425
H 7.58202 3.98976 9.38598 0.3683
H 5.15756 14.49056 3.26368 0.3917
H 9.09749 2.44140 8.05410 0.3797
H 3.98766 3.58887 -0.86914 0.4047
H 3.17209 14.33196 1.74419 0.3589
H 2.40728 12.31140 0.98741 0.3370
H -0.42928 7.49382 6.42033 0.3461
H 8.22593 4.71751 4.62155 0.3646
H 3.20963 10.13674 1.90946 0.3286
H 1.60412 7.41642 4.98875 0.3580
```

Properties
gap between HOMO and LUMO (spin up / spin down) = 2.169 / 3.375 eV
2S+1 = 4
E = -95120.5909 eV

(5)
The following is a DFT calculation (ωB97M-V/def2-TZVPD) of a 2-piece molecular cluster, C4H8N2O2 overall.

XYZ file:
```
16
Properties=species:S:1:pos:R:3:mulliken_charge:R:1
O -0.44896 0.74855 0.93098 -0.2860
O -1.47313 -0.54169 -1.51407 -0.4503
N -0.46025 -0.05459 -2.31087 -0.2560
N 1.05951 -1.41209 -0.95625 -0.4954
C 0.55405 -0.90020 -2.06129 0.1249
C 0.59456 -1.32069 0.37141 -0.1281
C 0.16042 -0.49042 1.28485 -0.0862
C -0.17571 1.90069 1.93253 -0.5917
H 0.55245 2.96207 1.08654 0.2343
H -1.33848 2.07665 2.42936 0.2488
H -0.73857 -0.35936 -3.25836 0.3174
H -1.50506 0.36005 -0.94042 0.4259
H 0.73763 1.24808 2.63865 0.2442
H 1.18850 -1.18642 -3.05370 0.1812
H 0.44380 -0.87532 2.49355 0.2045
H 0.84924 -2.15532 0.92709 0.3126
```

Properties
gap between HOMO and LUMO = 8.812 eV
E = -11343.9465 eV

The following molecular weight values (in Da) correspond, in order, to the records above: 71.04, 498.59, 365.24, 741.05, 116.12.
The following F_max values (in Eh/bohr) correspond, in order, to the records above: 0.248, 0.042, 0.151, 0.111, 0.132.
The following relative energy (zero: lowest compared OMol25 entry of this formula, charge and spin) values (in kJ/mol) correspond, in order, to the records above: 477.3, 0.0, 81.1, 1475.8, 980.9.